Below is a 2-piece molecular cluster, C21H19F4N5O4S2 overall, with properties calculated with the ωB97M-V functional and the def2-TZVPD basis.

XYZ file:
```
55
Properties=species:S:1:pos:R:3
O 2.538 -2.302 5.492
O 5.838 -3.362 3.145
O -2.666 1.094 -4.255
O -2.447 2.213 -2.088
F -10.503 2.296 -0.930
F -10.617 -0.296 -1.869
F -8.164 3.749 -1.156
F -8.372 -1.448 -3.022
N -5.871 2.508 -2.379
S -5.609 0.073 -3.306
C 3.400 -1.988 4.685
C 5.283 -2.959 2.133
C -5.002 1.671 -2.922
C 2.344 0.954 2.394
C 3.130 0.246 1.550
C 2.032 0.215 -2.172
C 0.902 1.039 -2.021
C 2.834 -0.107 -1.060
C 0.570 1.547 -0.754
C -9.410 1.734 -1.501
C -9.467 0.413 -1.977
C -8.224 2.475 -1.615
C -8.333 -0.175 -2.561
C -7.099 1.882 -2.206
C -7.155 0.569 -2.661
C 2.526 0.387 0.228
C 1.373 1.219 0.346
N 1.310 1.535 1.685
N 5.793 -3.334 0.954
N 3.176 -2.212 3.387
N -3.275 3.557 -4.041
C 4.646 -1.291 5.201
C 5.313 -3.017 -0.391
C 4.331 -0.562 1.931
C 4.033 -2.048 2.195
S -3.253 2.040 -3.300
H 2.499 1.033 3.463
H 2.281 -0.172 -3.150
H 0.284 1.280 -2.877
H 3.699 -0.733 -1.193
H -0.297 2.177 -0.630
H 0.591 2.104 2.108
H 6.608 -3.925 1.031
H 2.270 -2.620 3.222
H -3.628 4.206 -3.349
H -3.892 3.497 -4.836
H 5.493 -1.426 4.540
H 4.436 -0.231 5.312
H 4.896 -1.717 6.171
H 5.802 -3.672 -1.114
H 5.557 -1.984 -0.641
H 4.235 -3.172 -0.466
H 5.045 -0.487 1.112
H 4.807 -0.105 2.796
H 3.412 -2.367 1.361
```

Lowest unoccupied orbital energy (eV): -1.202
Orbital gap (Eh): 0.247
HOMO (Ha): -0.291
Total energy (Ha): -2582.20618